1.
{"formula": "C5H10NO", "method": "ωB97M-V/def2-TZVPD", "species": ["O", "N", "C", "C", "C", "C", "C", "H", "H", "H", "H", "H", "H", "H", "H", "H", "H"], "coordinates": [[-2.196522, 0.608756, -1.841155], [-0.354340, -0.458574, 1.128395], [0.489196, 0.465716, -0.887772], [1.664391, 0.359551, 0.080757], [1.102612, -0.351017, 1.330851], [-0.588824, -0.470028, -0.312608], [-2.053896, -0.086790, -0.694354], [1.317855, 0.210149, 2.243360], [2.529068, -0.179349, -0.319504], [-0.354083, -1.497647, -0.627820], [-2.453578, 0.434171, 0.217554], [1.532634, -1.361572, 1.384736], [0.708620, 0.212858, -1.928313], [2.042103, 1.344185, 0.359363], [-2.626780, -1.048400, -0.746512], [-0.777667, 0.369386, 1.534260], [0.019207, 1.448605, -0.921245]], "forces_ev_per_a": [[0.0, 0.2, -0.1], [0.1, -0.1, 0.7], [-0.6, -0.1, -0.2], [0.2, 0.1, 0.0], [-0.1, -0.3, -0.2], [0.3, -0.1, 0.0], [0.0, -0.1, -0.5], [0.0, 0.0, 0.2], [-0.1, -0.1, -0.1], [-0.1, 0.0, -0.2], [0.0, 0.1, 0.1], [0.0, 0.1, 0.0], [0.1, 0.0, 0.1], [0.1, 0.2, 0.1], [0.0, -0.2, 0.4], [-0.1, 0.1, -0.2], [0.2, 0.2, 0.0]], "lowdin_charge": [-0.40, -0.07, -0.20, -0.38, -0.54, -0.38, -0.52, -0.04, 0.02, 0.12, 0.07, 0.01, 0.09, 0.01, 0.06, 0.05, 0.09], "s_squared": 0.75, "max_force_ev_per_a": 0.75, "gap_ha": [0.108, 0.248], "relative_energy_kcal_mol": 1.6, "lumo_ha": [0.267, 0.265], "multiplicity": 2, "charge": -2}

2.
{"formula": "C8H22AgN5O11", "method": "ωB97M-V/def2-TZVPD", "species": ["Ag", "O", "O", "O", "O", "O", "O", "O", "O", "O", "O", "O", "N", "N", "N", "N", "N", "C", "C", "C", "C", "C", "C", "C", "C", "H", "H", "H", "H", "H", "H", "H", "H", "H", "H", "H", "H", "H", "H", "H", "H", "H", "H", "H", "H", "H", "H"], "coordinates": [[15.516250, 16.242680, -7.765770], [17.567500, 15.221400, -4.745650], [19.031040, 17.347480, -8.211210], [13.927120, 19.238290, -12.243630], [19.108490, 14.546160, -3.583640], [14.398990, 18.681130, -10.196820], [15.984810, 18.872710, -11.518270], [13.582940, 19.989560, -4.392050], [13.993440, 12.875610, -7.202640], [15.148730, 18.974790, -5.397500], [18.551250, 16.628990, -3.485580], [15.615210, 20.305290, -3.890780], [18.475930, 15.490090, -4.022560], [14.776350, 18.998550, -11.320040], [14.750020, 19.795180, -4.584200], [12.414060, 15.145270, -6.853800], [18.008600, 15.360780, -9.921620], [19.409490, 15.308450, -9.486150], [19.921650, 16.768440, -9.170890], [12.741300, 12.793720, -6.652390], [14.478170, 11.656370, -7.672890], [19.276350, 18.745890, -7.926260], [12.371170, 14.079750, -5.824280], [20.252130, 14.750480, -10.619020], [10.984520, 14.017620, -5.250400], [10.333350, 13.883790, -6.114210], [12.738210, 11.899860, -6.028610], [14.427430, 10.893210, -6.896300], [19.338870, 14.621880, -8.642500], [20.130210, 13.668410, -10.667680], [10.848800, 13.128620, -4.634470], [11.886320, 14.976410, -7.698240], [17.697010, 14.528460, -10.401460], [13.108000, 14.254960, -5.040380], [12.051590, 12.598900, -7.473630], [17.931070, 16.105320, -10.599670], [13.902540, 11.479330, -8.581410], [21.301410, 14.944370, -10.396500], [20.269660, 19.144070, -8.133340], [20.201010, 15.124300, -11.641640], [20.920940, 16.733660, -8.736940], [20.017980, 17.512740, -9.961360], [19.029790, 18.980200, -6.890690], [11.889860, 15.894930, -6.425640], [15.532470, 11.754040, -7.931780], [18.599120, 19.404840, -8.469630], [10.665840, 14.939070, -4.763080]], "forces_ev_per_a": [[0.2, 0.1, -0.2], [-3.0, 0.3, -3.7], [0.5, 0.8, 0.3], [1.4, 0.3, 1.1], [2.5, -0.7, 0.5], [-1.7, 0.0, 2.1], [1.2, 0.8, -1.4], [-1.4, 0.5, -0.1], [1.8, 1.5, 0.3], [0.3, -0.8, -1.3], [0.7, 0.0, -0.9], [0.9, 1.0, 0.6], [-0.4, 0.5, 3.9], [-0.7, -1.6, -1.4], [0.2, -0.9, 0.7], [0.7, 1.3, 1.1], [-0.9, 1.0, 0.3], [-0.7, 1.4, -1.7], [-1.0, -0.3, 1.7], [-0.6, -0.2, 1.4], [0.1, 0.4, -0.4], [-0.8, 0.1, 0.0], [0.3, -0.9, -2.4], [1.6, -0.8, 0.4], [-0.5, -0.9, -0.6], [-0.4, 0.0, 0.0], [-0.4, -0.2, 0.5], [-0.4, -0.3, -0.2], [1.0, 0.4, 0.4], [0.0, -0.1, -0.1], [-0.1, 0.2, 0.4], [0.0, -0.8, -0.1], [0.3, -0.3, 0.1], [0.3, 0.1, -0.3], [-0.8, 0.3, 0.0], [-0.4, 0.3, -0.1], [0.1, -1.0, -0.1], [0.3, -0.3, 0.3], [0.4, -0.6, 0.0], [-1.0, 0.5, 0.2], [0.3, -0.4, 0.2], [-0.3, -0.7, -1.0], [0.2, -0.6, 0.2], [0.3, 0.8, -0.1], [-0.1, 0.3, 0.0], [-0.2, -0.3, -0.6], [0.2, -0.1, 0.3]], "lowdin_charge": [0.87, -0.02, -0.21, -0.10, -0.01, -0.12, -0.09, 0.12, -0.21, 0.12, -0.02, 0.15, -0.68, -0.66, -0.64, 0.03, 0.02, -0.39, -0.18, -0.24, -0.10, -0.09, -0.39, -0.09, -0.08, 0.08, 0.12, 0.09, 0.14, 0.07, 0.08, 0.08, 0.06, 0.14, 0.13, 0.08, 0.09, 0.07, 0.08, 0.08, 0.12, 0.13, 0.09, 0.06, 0.09, 0.08, 0.08], "s_squared": 0.76, "max_force_ev_per_a": 4.77, "gap_ha": [0.211, 0.099], "relative_energy_kcal_mol": 122.4, "lumo_ha": [0.026, -0.077], "multiplicity": 2, "charge": -1}

3.
{"formula": "C4H5NO3", "method": "ωB97M-V/def2-TZVPD", "species": ["O", "O", "O", "N", "C", "C", "C", "C", "H", "H", "H", "H", "H"], "coordinates": [[-0.227451, 1.107323, -1.139801], [1.931195, 0.282495, -0.660838], [-1.161306, 0.281495, 0.788049], [-0.129533, -2.358911, -1.389144], [-0.915603, 0.017776, -0.516212], [1.122515, 0.998398, -1.233404], [-0.127074, -0.137890, 1.737725], [-0.360520, -1.332147, -0.874637], [-0.484018, 0.361357, 2.802370], [-1.880644, 0.080322, -0.985624], [-0.198292, -1.367336, 1.897632], [1.528897, 1.774679, -1.848546], [0.901833, 0.292440, 1.422428]], "forces_ev_per_a": [[1.6, -1.1, -0.2], [-2.4, 0.4, -0.6], [1.0, -0.8, 1.5], [-0.5, 2.4, 1.5], [-0.6, 0.1, -0.1], [2.0, 0.0, 1.2], [-0.6, -0.5, 2.3], [0.4, -1.9, -1.4], [1.0, -1.3, -2.9], [-0.5, -0.2, -0.4], [0.6, 3.3, -0.6], [-0.3, 0.7, -0.8], [-1.7, -1.2, 0.6]], "lowdin_charge": [0.06, 0.07, -0.12, 0.19, -0.39, -0.29, -0.06, -0.12, 0.13, 0.16, 0.14, 0.14, 0.10], "smiles": "CO[C@H](C#N)OC=O", "max_force_ev_per_a": 3.44, "gap_ha": 0.434, "relative_energy_kcal_mol": 63.4, "lumo_ha": 0.024, "multiplicity": 1}

4.
{"formula": "C29H50GeN3O3S2ScSi3", "method": "ωB97M-V/def2-TZVPD", "species": ["Ge", "Sc", "S", "S", "Si", "Si", "Si", "O", "O", "O", "N", "N", "N", "C", "C", "C", "C", "C", "C", "C", "C", "C", "C", "C", "C", "C", "C", "C", "C", "C", "C", "C", "C", "C", "C", "C", "C", "C", "C", "C", "C", "C", "H", "H", "H", "H", "H", "H", "H", "H", "H", "H", "H", "H", "H", "H", "H", "H", "H", "H", "H", "H", "H", "H", "H", "H", "H", "H", "H", "H", "H", "H", "H", "H", "H", "H", "H", "H", "H", "H", "H", "H", "H", "H", "H", "H", "H", "H", "H", "H", "H", "H"], "coordinates": [[2.378137, 0.943831, 0.075069], [-0.794473, 0.006912, 0.436581], [-3.992473, 1.467819, -1.058496], [-2.586344, 3.904929, 0.931855], [4.604969, 0.054198, -0.565006], [1.928584, -0.125654, 2.248006], [2.506445, 3.263507, -0.961839], [-4.206919, 2.864088, -1.381081], [0.338123, -0.882828, -0.887137], [-3.869484, 0.464332, -2.086726], [-2.521824, 1.263716, -0.183808], [-7.391940, -0.543117, 3.334307], [-1.048755, 1.829140, 1.498766], [-1.134071, -4.222302, -0.305114], [2.746302, 1.154711, 3.345210], [2.937782, -1.709092, 2.437696], [-2.110705, -1.923876, -3.814107], [-2.035443, 2.195620, 0.659068], [-2.098111, -3.218612, -0.212874], [1.305831, -0.037452, -1.158944], [-2.873236, -3.009486, 1.071636], [2.645637, 3.191367, -2.852680], [-6.505496, 1.357699, 2.093733], [4.009227, 4.130097, -0.279041], [-5.458560, -0.468100, 0.199709], [0.983330, 4.269388, -0.535690], [4.497937, -1.818869, -0.651173], [5.253940, 0.495422, -2.299680], [-5.737998, 1.815970, 1.029332], [5.951338, 0.595593, 0.625804], [-6.192753, -0.932257, 1.304251], [-6.735644, -0.016881, 2.255639], [0.209664, -0.637528, 2.934097], [-2.374116, -2.403986, -1.329830], [-0.468123, -4.510521, -1.496950], [-1.779300, -2.706498, -2.586273], [-0.729503, 2.843505, 2.406800], [-0.871885, -3.785391, -2.620836], [-5.217821, 0.924573, 0.093941], [-1.399474, 4.021560, 2.195090], [0.686429, -5.495551, -1.569785], [1.542746, 0.077820, -2.640812], [3.588396, 2.725373, -3.184250], [-3.774572, -3.661158, 1.107195], [0.872577, 4.381897, 0.545428], [4.074860, 4.027945, 0.836750], [4.610776, 0.045603, -3.080464], [-6.965083, 2.072871, 2.768322], [0.085302, 3.786164, -0.947592], [2.543565, -2.476302, 1.759217], [-0.479105, -4.095408, -3.590300], [0.227418, -6.511757, -1.671018], [5.934784, 1.703684, 0.734090], [-2.881890, -1.136959, -3.599713], [-2.304447, -3.236977, 1.964317], [-7.834055, 0.045984, 4.029994], [1.320981, -5.338642, -2.468018], [-2.474705, -2.611845, -4.602258], [3.958714, 5.249462, -0.471407], [-3.102176, -1.577488, -1.236002], [6.297474, 0.065038, -2.429720], [0.409970, -1.577531, 3.495977], [-5.079855, -1.122657, -0.601635], [-6.371181, -2.011173, 1.428826], [4.818428, -2.293665, 0.285197], [0.763442, 0.678545, -3.150836], [2.083337, 1.406796, 4.219623], [-0.887714, -4.760097, 0.591967], [-3.302061, -2.002762, 1.193612], [-7.563889, -1.553344, 3.376716], [4.001400, -1.542891, 2.221063], [5.909232, 0.132065, 1.640485], [-0.735302, -0.784293, 2.314027], [3.720807, 0.833765, 3.738822], [1.047865, 5.279188, -0.981328], [6.957384, 0.306025, 0.238370], [2.817508, -2.088011, 3.483663], [2.907789, 2.118448, 2.808856], [2.633727, 4.219741, -3.329850], [1.451222, -0.985590, -3.057267], [3.468173, -2.191311, -0.789850], [5.128389, -2.204690, -1.522091], [4.901668, 3.684803, -0.716722], [0.006888, 2.627726, 3.188437], [1.781274, 2.656731, -3.277711], [-1.176423, -1.467898, -4.226737], [1.308214, -5.520651, -0.671029], [-0.096950, 0.146520, 3.674907], [2.519726, 0.449024, -2.958800], [5.284852, 1.575444, -2.475039], [-5.546863, 2.875405, 0.943943], [-1.251843, 4.971058, 2.751123]], "forces_ev_per_a": [[0.9, 0.5, 0.1], [-0.2, -0.2, -1.4], [0.5, -0.2, 0.0], [0.9, -1.5, -0.2], [0.7, -0.6, -0.3], [1.1, 0.1, 0.0], [-0.4, 0.5, 0.1], [0.5, -1.0, 0.5], [1.3, 0.2, 0.4], [-0.2, 0.6, 0.3], [-0.3, 0.4, -0.2], [-0.3, -0.4, 0.2], [-0.6, 1.2, 0.3], [0.1, 0.2, 0.0], [-0.7, 1.2, 0.8], [-0.4, -0.1, 0.1], [0.0, 0.5, -0.6], [-1.0, 1.2, 0.6], [-0.1, 0.7, -0.3], [-1.8, -0.9, -1.7], [-0.9, -0.2, 0.0], [0.0, 0.4, -0.4], [-0.1, -0.1, -0.4], [-0.1, 0.8, 1.0], [-0.4, 0.4, 0.6], [-0.1, -0.1, -0.2], [0.1, -0.9, -0.5], [0.1, -0.1, -0.2], [-0.1, -0.3, 0.2], [0.5, 0.2, 0.7], [0.3, 0.4, -0.8], [0.6, -0.9, -0.2], [-0.9, 0.6, 0.3], [0.2, -0.4, -0.4], [0.1, 0.9, 0.1], [0.0, -0.6, 1.6], [-0.4, 0.8, -0.7], [-0.2, 0.3, -0.5], [0.4, -0.5, 0.1], [0.7, -0.4, 1.0], [-0.9, -0.9, -0.6], [-0.3, -1.4, -1.0], [-0.5, 0.0, 0.1], [0.6, 0.2, -0.1], [-0.1, 0.0, -0.1], [0.0, 0.0, -0.9], [0.4, 0.2, 0.3], [0.1, -0.1, 0.0], [0.1, 0.2, 0.2], [0.2, 0.0, 0.1], [0.1, 0.3, 0.1], [0.6, 0.6, 0.1], [0.1, -0.7, 0.1], [0.8, -0.7, -0.3], [0.3, -0.1, 0.2], [0.2, -0.3, -0.4], [-0.4, 0.0, 0.6], [0.0, 0.4, 0.3], [0.1, -1.4, -0.1], [0.5, -0.5, -0.2], [-1.2, 0.5, 0.3], [-0.4, 0.5, -0.5], [-0.3, 0.2, 0.7], [0.0, 0.6, -0.1], [0.2, 0.1, -0.3], [0.2, -0.3, 0.3], [0.7, -0.2, -0.6], [0.1, -0.3, 0.3], [0.3, 0.0, -0.2], [0.1, 1.0, 0.0], [-0.3, -0.1, 0.1], [-0.2, 0.4, -0.6], [0.9, -0.5, 1.2], [-0.3, -0.1, -0.1], [0.1, -0.4, 0.1], [-0.7, 0.2, 0.0], [0.2, 0.3, -0.7], [-0.1, -0.6, 0.3], [0.0, -0.9, 0.9], [0.0, 1.3, 0.5], [0.3, 0.2, -0.2], [-0.8, 0.4, 1.2], [0.2, 0.3, 0.0], [-0.3, 0.3, -0.5], [0.4, 0.2, 0.0], [-0.8, -0.1, 0.3], [-0.1, 0.2, -0.1], [0.2, -0.7, -0.6], [-0.2, 0.1, 0.4], [0.2, -0.2, -0.1], [0.0, 0.1, -0.1], [-0.3, -1.0, -0.5]], "lowdin_charge": [0.76, 0.92, 0.66, 1.06, 0.40, 0.41, 0.43, -0.31, -0.23, -0.31, -0.19, 0.11, -0.11, -0.02, -0.23, -0.21, -0.04, -0.67, -0.28, -0.62, -0.06, -0.20, -0.02, -0.23, -0.06, -0.22, -0.22, -0.22, -0.06, -0.22, -0.02, -0.31, -0.20, -0.03, -0.26, -0.26, -0.22, -0.01, -0.30, -0.41, -0.05, -0.08, 0.02, 0.10, 0.02, 0.04, 0.03, 0.12, 0.03, 0.04, 0.12, 0.10, 0.03, 0.08, 0.07, 0.11, 0.08, 0.09, 0.06, 0.08, 0.07, 0.06, 0.11, 0.12, 0.02, 0.10, 0.04, 0.11, 0.05, 0.11, 0.02, 0.03, 0.00, 0.04, 0.05, 0.05, 0.06, 0.02, 0.07, 0.12, 0.02, 0.06, 0.01, 0.11, 0.02, 0.09, 0.07, 0.05, 0.04, 0.01, 0.10, 0.09], "s_squared": 0.76, "max_force_ev_per_a": 2.64, "gap_ha": [0.212, 0.267], "relative_energy_kcal_mol": 0.0, "lumo_ha": [-0.120, -0.116], "multiplicity": 2, "charge": 1}